No. 1
{
  "formula": "C10H8Cl2N2O",
  "method": "ωB97M-V/def2-TZVPD",
  "elements": ["N", "C", "C", "C", "C", "C", "C", "C", "Cl", "C", "N", "C", "Cl", "C", "O", "H", "H", "H", "H", "H", "H", "H", "H"],
  "xyz": [[-2.209, 0.320, 1.646], [-1.574, -0.245, 0.629], [-2.035, -1.453, 0.079], [-1.306, -2.141, -0.824], [-0.061, -1.720, -1.085], [0.393, -0.493, -0.756], [-0.416, 0.343, 0.065], [-0.019, 1.742, 0.524], [-1.234, 3.030, 0.152], [1.196, 2.174, -0.079], [1.899, 1.520, -0.903], [1.739, 0.159, -1.043], [2.575, -0.394, -2.546], [2.747, -0.467, 0.202], [3.342, 0.203, 0.910], [-3.177, 0.231, 1.994], [-1.880, 1.231, 1.755], [-2.996, -1.918, 0.428], [-1.596, -3.208, -1.225], [0.574, -2.325, -1.771], [0.073, 1.847, 1.649], [1.431, 3.197, 0.024], [2.534, -1.633, 0.176]],
  "lowdin_charge": [0.13, -0.31, -0.04, -0.11, -0.12, -0.18, -0.10, -0.59, 0.66, -0.21, 0.08, -0.74, 0.66, -0.23, 0.14, 0.14, 0.01, 0.13, 0.16, 0.12, 0.14, 0.10, 0.16],
  "charge": 0,
  "spin_multiplicity": 1,
  "homo_lumo_gap_ev": 8.7,
  "e_homo_ev": -8.50,
  "smiles": "Nc1cccc2c1[C@H](Cl)C=N[C@@]2(Cl)C=O"
}



No. 2
{
  "formula": "C3H8N2S",
  "method": "ωB97M-V/def2-TZVPD",
  "elements": ["H", "N", "C", "N", "C", "S", "C", "H", "H", "H", "H", "H", "H", "H"],
  "xyz": [[-0.593, 2.947, -1.247], [-0.451, 1.988, -1.443], [0.120, 1.447, -0.509], [0.400, 0.141, -0.482], [-0.256, -0.826, -1.367], [1.408, -0.461, 0.706], [0.172, -0.912, 1.969], [0.476, 2.011, 0.354], [0.492, -1.595, -1.660], [-0.665, -0.288, -2.272], [-0.991, -1.358, -0.788], [-0.522, -1.533, 1.541], [-0.248, -0.033, 2.443], [0.660, -1.528, 2.755]],
  "lowdin_charge": [0.03, 0.10, -0.43, -0.54, -0.10, 0.88, -0.36, 0.11, 0.08, 0.09, 0.06, -0.01, 0.03, 0.05],
  "charge": 0,
  "spin_multiplicity": 1,
  "homo_lumo_gap_ev": 9.7,
  "e_homo_ev": -8.92,
  "smiles": "[H]/N=C/N(C)SC"
}



No. 3
{
  "formula": "C36H31BN4O2RuS2",
  "method": "ωB97M-V/def2-TZVPD",
  "elements": ["Ru", "S", "C", "C", "C", "C", "N", "C", "C", "C", "S", "C", "N", "H", "H", "N", "C", "C", "C", "C", "C", "C", "C", "C", "C", "H", "H", "H", "H", "C", "N", "C", "C", "C", "C", "C", "C", "C", "C", "H", "H", "H", "H", "H", "H", "H", "H", "H", "H", "H", "H", "H", "C", "C", "C", "C", "C", "C", "C", "C", "O", "B", "O", "C", "C", "H", "H", "H", "H", "H", "H", "H", "H", "H", "H", "H", "H"],
  "xyz": [[0.382, -1.174, 1.323], [-1.855, -1.161, 2.136], [-1.832, 0.476, 2.751], [-3.013, 1.214, 2.709], [-3.075, 2.502, 3.217], [-4.290, 3.244, 3.122], [-5.278, 3.824, 3.019], [-1.924, 3.065, 3.803], [-0.742, 2.345, 3.829], [-0.661, 1.059, 3.286], [0.868, 0.235, 3.295], [-1.966, 4.379, 4.362], [-1.983, 5.433, 4.820], [-3.891, 0.774, 2.256], [0.146, 2.786, 4.262], [9.184, -1.513, -3.356], [8.163, -1.484, -2.827], [6.890, -1.458, -2.179], [5.820, -0.780, -2.767], [4.587, -0.766, -2.149], [4.398, -1.430, -0.930], [5.477, -2.101, -0.343], [6.711, -2.115, -0.960], [3.124, -1.416, -0.297], [2.025, -1.383, 0.236], [5.971, -0.268, -3.708], [3.755, -0.236, -2.591], [5.331, -2.602, 0.604], [7.548, -2.631, -0.509], [0.407, -3.992, -1.056], [-0.658, -4.838, -0.456], [-0.234, -6.256, -0.393], [-1.129, -4.318, 0.899], [-0.042, -4.284, 1.940], [0.161, -5.396, 2.760], [1.162, -5.387, 3.713], [1.976, -4.270, 3.838], [1.766, -3.162, 3.032], [0.731, -3.126, 2.093], [0.569, -4.290, -2.090], [1.324, -4.105, -0.485], [0.123, -2.944, -1.005], [-1.467, -4.780, -1.072], [0.601, -6.335, 0.297], [0.073, -6.594, -1.380], [-1.056, -6.873, -0.036], [-1.955, -4.961, 1.202], [-1.500, -3.310, 0.723], [-0.482, -6.267, 2.669], [1.307, -6.245, 4.358], [2.767, -4.255, 4.578], [2.419, -2.305, 3.143], [-3.853, 4.048, -3.840], [-3.162, 4.810, -2.699], [-4.193, 5.144, -1.610], [-2.624, 6.126, -3.267], [-2.059, 3.935, -2.102], [-0.724, 4.339, -2.065], [0.287, 3.552, -1.516], [-0.083, 2.335, -0.995], [0.680, 1.370, -0.392], [-0.199, 0.359, -0.006], [-1.491, 0.677, -0.443], [-1.407, 1.914, -1.027], [-2.405, 2.687, -1.570], [-4.632, 4.668, -4.288], [-4.318, 3.128, -3.482], [-3.132, 3.786, -4.616], [-4.984, 5.773, -2.024], [-3.721, 5.681, -0.785], [-4.654, 4.243, -1.204], [-3.450, 6.701, -3.688], [-1.899, 5.946, -4.063], [-2.156, 6.732, -2.490], [-0.444, 5.302, -2.466], [1.316, 3.882, -1.487], [-3.430, 2.339, -1.563]],
  "mulliken_spin": [2.84, 0.25, 0.07, 0.03, 0.01, 0.00, 0.00, 0.01, 0.01, -0.04, 0.40, 0.00, 0.00, 0.00, -0.01, 0.01, -0.01, 0.03, -0.02, 0.04, -0.05, 0.04, -0.02, 0.23, -0.12, 0.00, 0.00, 0.00, 0.00, 0.03, -0.01, 0.00, 0.07, 0.04, 0.00, 0.01, 0.00, -0.03, 0.08, 0.00, 0.00, 0.00, 0.00, 0.00, 0.00, 0.00, 0.00, -0.01, 0.00, 0.00, 0.00, 0.01, 0.00, 0.00, 0.00, 0.00, 0.00, 0.00, 0.00, -0.01, -0.07, 0.17, 0.02, 0.01, 0.00, 0.00, 0.00, 0.00, 0.00, 0.00, 0.00, 0.00, 0.00, 0.00, 0.00, 0.00, 0.00],
  "charge": 0,
  "spin_multiplicity": 5,
  "homo_lumo_gap_ev": [6.7, 6.0],
  "e_homo_ev": [-7.41, -7.94]
}



ΔE to the lowest compared entry with this formula, charge and spin list, top to bottom, in kJ/mol: 84.5, 151.0, 13.2
F_max list, top to bottom, in hartree/bohr: 0.1274, 0.0743, 0.0346